No. 1
{
  "formula": "CH3NO4S",
  "method": "the ωB97M-V functional and the def2-TZVPD basis",
  "homo_ev": -10.93,
  "charge": 0,
  "spin_multiplicity": 1,
  "e_lumo_ha": -0.0177,
  "orbital_gap_ev": 10.45,
  "species": ["C", "N", "O", "O", "O", "O", "S", "H", "H", "H"],
  "coordinates": [[1.46, -0.40, 0.39], [-0.70, 0.69, 0.13], [2.01, 0.58, -0.02], [0.65, -2.44, -0.97], [-1.75, -2.00, -1.12], [0.08, -0.49, 0.56], [-0.61, -2.36, -0.29], [1.96, -1.34, 0.74], [-1.41, 0.41, -0.54], [-0.03, 1.37, -0.55]],
  "mulliken_charge": [0.3086, -0.4315, -0.4711, -0.4658, -0.4647, -0.2490, 0.8225, 0.3506, 0.2857, 0.3147]
}

No. 2
{
  "formula": "CH3NOP2",
  "method": "the ωB97M-V functional and the def2-TZVPD basis",
  "homo_ev": [-8.96, -6.62],
  "charge": 0,
  "spin_multiplicity": 1,
  "e_lumo_ha": [-0.0129, -0.0338],
  "orbital_gap_ev": [8.61, 5.70],
  "species": ["C", "N", "O", "P", "P", "H", "H", "H"],
  "coordinates": [[1.37, 1.89, -0.37], [-0.26, -1.47, 0.35], [1.14, 0.68, -0.44], [1.23, -1.66, 0.53], [-1.37, -0.21, 0.18], [2.17, 2.26, 0.39], [-1.76, -0.44, -1.10], [-2.51, -1.05, 0.45]],
  "mulliken_charge": [-0.0214, -0.0877, -0.3062, 0.1333, -0.0102, 0.1934, 0.0448, 0.0541]
}

No. 3
{
  "formula": "CH3NOS",
  "method": "the ωB97M-V functional and the def2-TZVPD basis",
  "homo_ev": -10.18,
  "charge": 0,
  "spin_multiplicity": 1,
  "e_lumo_ha": 0.0214,
  "smiles": "O=CNS",
  "orbital_gap_ev": 10.76,
  "species": ["C", "H", "H", "H", "N", "O", "S"],
  "coordinates": [[-0.89, 0.34, -0.24], [1.82, 0.11, 1.20], [-0.13, -1.28, -0.24], [-0.81, 1.42, -0.32], [0.19, -0.35, -0.32], [-2.00, -0.20, 0.05], [1.82, -0.02, -0.13]],
  "mulliken_charge": [0.1304, 0.1436, 0.2978, 0.3673, -0.2387, -0.6020, -0.0983]
}

No. 4
{
  "formula": "CH3NOS",
  "method": "the ωB97M-V functional and the def2-TZVPD basis",
  "homo_ev": -7.36,
  "charge": 0,
  "spin_multiplicity": 1,
  "e_lumo_ha": -0.0179,
  "orbital_gap_ev": 6.87,
  "species": ["C", "N", "O", "S", "H", "H", "H"],
  "coordinates": [[1.23, 0.32, 0.08], [-0.09, 0.05, -0.06], [-2.62, -0.87, -0.05], [-2.08, 0.52, 0.02], [1.69, 1.28, -0.01], [2.16, -0.30, -0.05], [-0.28, -1.00, 0.06]],
  "mulliken_charge": [-0.1821, -0.3690, -0.5093, 0.2804, 0.2440, 0.2142, 0.3217]
}

Table of relative energy (zero: lowest compared OMol25 entry of this formula, charge and spin) (eV), in record order: 0.6793; 2.8381; 1.2593; 4.0336